Entry 1:
Below is a structure of composition C26H21ClIMnN6O2S, with properties calculated with wB97M-V/def2-TZVPD.

CARTESIAN COORDINATES (ANGSTROEM)
C 3.701 -0.555 3.074
N -1.349 -2.572 0.282
C 2.780 0.943 -2.938
N -1.012 0.443 1.754
C -1.441 -0.426 2.777
I 1.606 -3.641 -4.159
C -1.772 -0.480 -2.350
N -1.462 1.422 -1.224
C -0.965 -1.997 4.521
H -1.975 3.715 -3.337
H -1.734 1.034 1.368
H -4.139 4.667 -2.527
H -0.237 -2.539 5.114
H -2.650 -2.967 5.430
O 1.038 -1.950 -1.522
H -1.951 3.864 -1.585
N -1.683 -1.793 -2.623
H 3.359 -0.761 0.986
C 2.884 -0.748 1.965
O -2.935 -4.250 0.874
C 0.968 -0.897 3.353
C 1.773 -0.698 4.478
H 2.804 3.710 -0.970
Mn 0.202 -1.137 0.270
C -2.137 -3.405 0.588
C -2.799 -0.672 2.949
C 1.864 1.823 -0.504
H -4.415 3.085 -3.259
H -4.390 3.247 -1.504
H 3.763 -0.370 5.219
C 1.691 -1.250 -2.353
H 1.487 2.146 0.462
C -0.496 -1.103 3.564
S -2.516 0.678 -3.416
H 3.155 -1.305 -5.451
C 3.181 0.385 -4.174
N -1.273 0.066 -1.276
H 3.628 2.914 -3.174
N 1.595 0.594 -0.856
C -2.083 1.897 -2.242
H -0.180 0.965 1.997
C 2.605 2.703 -1.312
H -3.512 -0.163 2.310
C 2.040 0.133 -2.047
Cl 4.099 1.353 -5.311
C -3.932 3.601 -2.428
C 1.494 -0.927 2.043
C 3.058 2.265 -2.523
C -2.318 -2.243 4.697
C 2.848 -0.899 -4.496
H -2.293 -2.201 -3.306
C -3.237 -1.580 3.898
C -2.426 3.340 -2.415
H -4.297 -1.780 4.000
C 3.143 -0.527 4.344
H 4.771 -0.422 2.949
C 2.117 -1.699 -3.609
H -1.367 -2.367 -1.839
H 1.321 -0.667 5.465

Its spin multiplicity is 6. Its expectation value of S² is 8.7555. The orbital gap (alpha / beta) comes out at 6.4 / 6.9 eV. The calculation puts the HOMO energy (alpha / beta) at -4.20 / -4.78 eV. The electronic energy comes out at -3789.67077 Ha. Its total charge is -1.



Entry 2:
Below is a structure of composition C26H21ClIMnN6O2S, with properties calculated with wB97M-V/def2-TZVPD.

CARTESIAN COORDINATES (ANGSTROEM)
Cl 2.495 -5.542 1.543
H 6.134 -2.280 -0.775
C -2.552 1.314 -3.076
C 1.227 -4.484 0.964
C 0.742 -0.564 2.266
H -2.632 4.568 2.337
C -0.840 -2.784 -0.065
H -3.625 0.961 4.411
H 3.900 -2.925 0.131
N -0.047 -1.054 1.346
O -1.713 -1.984 -0.515
N 2.044 -0.577 -0.827
H 4.176 -1.206 0.382
H -2.839 -0.348 2.503
C -2.532 4.516 -0.466
N -2.036 0.558 -2.314
H 1.047 1.881 -0.583
H 2.761 -3.209 2.875
O -3.072 2.048 -3.858
C -2.791 0.737 2.439
N 0.156 2.018 -0.128
C 0.108 -2.335 0.951
C -3.239 1.470 3.534
C 1.125 -3.166 1.468
H -0.555 -2.522 -3.524
C -2.253 2.735 1.275
N -0.284 -1.591 -3.256
H -1.048 -0.937 -3.039
C -2.281 1.323 1.272
H 0.664 3.434 -2.295
H -2.781 5.965 -2.029
Mn -1.377 0.153 -0.355
C -0.606 3.105 -0.609
N 0.884 -0.501 -1.552
H 0.444 -5.951 -0.350
C -0.233 3.755 -1.778
C -1.008 4.783 -2.292
H 5.084 -2.803 -2.091
C 0.347 -4.940 0.023
I -1.933 -4.831 -1.966
H 0.558 0.462 2.569
C -0.664 -4.111 -0.478
H -3.519 3.442 4.352
C 4.026 -1.968 -0.385
H -0.717 5.263 -3.217
H -3.455 4.787 0.033
C -3.185 2.856 3.503
C 2.750 -1.620 -1.078
C -2.690 3.485 2.371
C -2.159 5.175 -1.628
C 1.774 -1.316 2.855
H 0.234 2.003 0.880
C -1.783 3.468 0.062
S 2.054 -2.635 -2.321
C 5.225 -2.037 -1.327
H 5.376 -1.083 -1.835
C 1.969 -2.605 2.450
C 0.745 -1.489 -2.398
H 2.403 -0.867 3.614

Its spin multiplicity is 6. Its expectation value of S² is 8.7553. The orbital gap (alpha / beta) comes out at 6.5 / 7.2 eV. The calculation puts the HOMO energy (alpha / beta) at -4.29 / -5.00 eV. The electronic energy comes out at -3789.68085 Ha. Its total charge is -1.



Entry 3:
Below is a structure of composition C26H21F5MnN6OS3, with properties calculated with wB97M-V/def2-TZVPD.

CARTESIAN COORDINATES (ANGSTROEM)
C -1.221 5.961 0.798
N 0.034 1.179 -1.329
H 3.882 2.273 -2.040
C -1.686 -2.825 1.023
N 1.731 1.574 0.457
H 1.839 -5.705 -3.252
N 0.258 -0.934 0.457
C 2.100 1.385 2.752
N 2.910 1.589 3.806
H 0.751 1.296 -5.124
H 3.861 1.897 3.709
H -1.143 -1.476 2.585
H 0.854 -1.444 1.102
C 0.557 1.254 -4.060
C 1.310 -4.973 -2.656
C -0.136 -3.060 -2.514
H 3.403 2.266 1.443
H 2.551 1.401 4.724
S -0.870 -1.821 -0.217
F -2.703 5.557 -0.981
O -4.348 -0.332 0.769
C -2.398 -3.956 0.648
C -0.044 -3.114 -1.132
H 0.773 -4.122 0.581
C 2.238 1.754 -0.767
H -1.872 0.589 -1.811
F -2.129 2.997 -0.982
C 1.540 1.588 -3.171
H -1.510 0.599 -4.247
H 0.477 -3.968 -4.358
S -3.395 0.758 0.546
N 2.567 1.709 1.546
C -1.478 3.747 -0.065
C 0.545 -4.000 -3.278
C -2.359 -3.110 3.296
C -3.088 -4.667 1.614
C -0.302 5.453 1.694
H 2.515 1.886 -3.528
H 3.885 3.115 -0.508
F 0.303 6.276 2.564
C -0.908 0.851 -2.222
C 0.721 -4.086 -0.501
C -1.813 5.092 -0.096
H -3.611 -4.803 3.689
F 0.952 3.743 2.574
F -1.523 7.263 0.792
C 3.659 2.154 -0.985
H -3.648 -5.550 1.333
C 1.400 -5.016 -1.268
Mn -0.113 1.135 0.689
C -1.669 -2.385 2.334
H 1.996 -5.780 -0.787
C 1.282 1.526 -1.781
C -0.568 3.171 0.812
H -2.354 -2.772 4.324
H -0.727 -2.284 -2.985
S 0.553 0.738 2.941
C -3.066 -4.246 2.938
H -2.414 -4.281 -0.385
N -2.001 0.568 0.980
C -0.002 4.100 1.672
H 4.351 1.406 -0.585
C -0.703 0.861 -3.579

Its spin multiplicity is 2. Its expectation value of S² is 0.9176. The orbital gap (alpha / beta) comes out at 6.0 / 6.8 eV. The calculation puts the HOMO energy (alpha / beta) at -6.63 / -7.41 eV. The electronic energy comes out at -4251.93523 Ha. Its total charge is 0.



Entry 4:
Below is a structure of composition C26H21F6HfIN4O4Sb, with properties calculated with wB97M-V/def2-TZVPD.

CARTESIAN COORDINATES (ANGSTROEM)
N 1.519 2.063 0.778
F -0.053 1.278 -2.020
H -2.898 -2.082 3.360
F -1.220 3.602 -2.759
F -1.993 0.600 -0.623
N 2.119 -0.233 -1.395
H 3.389 -2.002 -3.667
O -0.621 0.739 1.619
O -4.887 -4.674 -0.814
H 1.861 -1.908 4.713
C 3.012 3.965 1.015
H -0.094 -0.489 -3.712
C 0.445 -1.827 3.101
C 3.593 -0.965 -3.408
H 4.646 -0.866 -3.149
F -3.518 2.706 -1.141
Hf 0.217 0.382 -0.073
H -2.278 -2.343 5.724
C -1.500 -1.922 -3.022
C 2.467 2.911 0.243
Sb -1.886 2.208 -1.782
N -1.126 -1.811 1.289
H 4.430 5.586 1.073
C -1.853 -2.089 3.645
C 2.518 4.186 2.312
C -2.139 -2.363 0.762
H 3.374 -0.328 -4.265
C 4.022 4.791 0.463
H 0.101 -2.295 6.406
C 3.854 3.594 -1.605
C -0.392 -1.519 -3.918
C -4.727 -3.297 -0.556
H -5.607 -2.811 -0.979
C -1.325 -1.823 -1.566
O -0.168 1.304 3.751
F -0.846 2.735 -0.279
C 4.454 4.597 -0.813
C 2.884 2.777 -1.097
C -0.172 -2.182 5.365
O -0.248 -1.333 -1.103
H 1.114 3.494 3.796
C 0.822 -1.971 4.419
C -2.366 -2.316 -0.698
I 1.936 -1.396 1.667
H 4.159 3.486 -2.638
F -2.389 1.146 -3.196
H 5.232 5.221 -1.230
H 0.473 -2.165 -3.738
H 2.906 5.011 2.897
C 1.539 3.373 2.810
C 0.023 1.415 2.581
N -2.617 -2.379 -3.543
H -4.495 -3.123 -3.193
H -4.201 -5.189 -0.371
C -1.504 -2.219 4.979
H -2.839 -2.946 1.357
H -4.713 -3.056 0.505
C -0.874 -1.920 2.672
H -0.711 -1.614 -4.951
C -3.586 -2.770 -2.717
C -3.511 -2.771 -1.284
C 2.767 -0.557 -2.280
C 1.081 2.330 2.017
H 2.401 2.054 -1.735

Its spin multiplicity is 2. Its expectation value of S² is 0.7687. The orbital gap (alpha / beta) comes out at 8.1 / 5.5 eV. The calculation puts the HOMO energy (alpha / beta) at -14.28 / -14.27 eV. The electronic energy comes out at -2708.28388 Ha. Its total charge is +2.



Entry 5:
Below is a structure of composition C26H21N5O5ReS6Se, with properties calculated with wB97M-V/def2-TZVPD.

CARTESIAN COORDINATES (ANGSTROEM)
C -1.531 3.141 5.367
C -6.036 5.016 -1.499
S 1.574 1.384 -1.284
C -1.925 0.991 -2.678
C -1.129 2.329 6.421
H -2.011 -3.154 -4.816
H -6.825 4.435 -4.743
S 1.154 3.340 -1.654
H -1.612 2.413 7.387
H 2.103 -0.022 5.651
H -1.968 -3.771 2.271
C 1.534 0.205 4.748
S 3.005 3.414 1.196
H -3.515 -3.233 1.626
C -1.105 -1.898 -1.789
H -2.336 3.852 5.507
O -3.412 2.084 0.060
O -4.570 0.425 1.833
C -2.014 -3.006 -3.742
C -2.527 -3.616 1.354
H -3.592 -4.047 -0.955
N -1.657 1.415 -1.464
C -3.076 1.565 -3.210
C -0.906 3.032 4.134
H -6.338 5.627 -0.659
O -4.079 -0.511 -0.622
O -0.265 -1.033 -1.271
C -6.315 4.341 -3.793
H -2.651 -4.563 0.831
C -5.015 4.106 -1.343
H -3.550 1.349 -4.150
C -7.759 6.101 -2.883
C -4.617 3.302 -2.424
C -0.121 1.396 6.230
H -5.005 2.825 -4.496
C -1.109 -2.135 -3.173
Re -0.244 0.534 0.008
O -0.624 1.894 0.896
H -1.294 0.279 -3.172
C 0.117 2.112 3.948
C -2.884 -3.511 -1.573
H -2.231 3.359 -0.944
C -6.699 5.148 -2.722
S 0.808 -1.416 4.310
Se -3.447 0.245 0.679
C -2.930 -3.685 -2.942
C -1.841 -2.589 0.498
N -8.607 6.869 -3.014
C -5.291 3.432 -3.650
H -0.383 -1.603 -3.777
H 2.226 0.510 3.964
N -1.098 -1.671 1.002
C -2.705 2.371 -1.056
S 1.327 -0.325 1.548
C -1.970 -2.649 -0.966
H 0.172 0.740 7.044
C 0.278 -1.190 2.638
H -3.662 -4.350 -3.383
S 1.560 4.382 0.190
C 0.502 1.272 4.992
H -1.215 3.646 3.298
N -3.578 2.420 -2.281
H -4.541 3.974 -0.381
H 0.622 2.054 2.991
N -0.825 -1.776 2.355

Its spin multiplicity is 2. Its expectation value of S² is 0.7709. The orbital gap (alpha / beta) comes out at 4.9 / 3.9 eV. The calculation puts the HOMO energy (alpha / beta) at -0.88 / -0.88 eV. The electronic energy comes out at -6522.27298 Ha. Its total charge is -2.



Entry 6:
Below is a structure of composition C26H21N8PdSe2, with properties calculated with wB97M-V/def2-TZVPD.

CARTESIAN COORDINATES (ANGSTROEM)
H 5.963 4.642 -2.046
H 2.654 -0.726 3.414
C 2.403 0.332 3.402
C 2.991 0.978 -0.150
C 5.341 4.514 -1.171
H 5.100 -1.527 -0.619
H 3.074 0.878 4.059
Se -0.034 -1.581 2.199
C -0.695 1.263 4.995
H 4.846 5.868 1.898
C 2.557 2.282 0.059
C 3.734 4.228 1.074
Se -3.499 -3.847 0.406
H -3.035 0.099 4.836
C -2.450 -0.233 3.983
C -4.212 -1.559 -0.199
H -2.105 1.417 -1.323
C 4.706 5.212 1.050
N -1.086 0.257 4.136
C 3.568 3.365 -0.010
H -1.382 1.768 5.652
C 4.277 -0.845 -0.468
C -2.766 -1.586 -0.259
H 5.216 1.136 -0.305
N -2.026 -0.482 -0.613
N 1.035 0.517 3.875
C 4.379 3.520 -1.131
H 2.497 0.701 2.388
H -1.347 4.646 0.925
N -4.794 -2.687 0.163
C 4.333 0.517 -0.319
N 7.358 7.175 -0.117
C -2.698 0.575 -0.991
C -4.883 -0.356 -0.557
H 2.472 -2.178 -0.458
H -5.963 -0.301 -0.513
H 1.318 2.103 5.312
C 5.514 5.356 -0.075
H -2.451 -1.317 3.941
H 1.247 4.863 0.204
Pd 0.066 -0.253 0.010
C -0.629 3.851 0.793
C 1.234 2.649 0.389
H 4.240 2.872 -1.988
H 3.106 4.112 1.948
C 6.537 6.371 -0.101
C -0.870 2.478 0.965
H -1.783 2.002 1.294
H -4.570 1.608 -1.301
N 2.145 -0.124 -0.197
C -4.118 0.681 -0.976
N 0.230 1.754 0.730
C -0.022 -0.186 3.444
C 2.907 -1.192 -0.386
C 0.634 1.427 4.827
N -2.193 -2.735 0.018
C 0.701 3.960 0.431
H -2.894 0.156 3.068

Its spin multiplicity is 3. Its expectation value of S² is 2.0092. The orbital gap (alpha / beta) comes out at 6.2 / 5.9 eV. The calculation puts the HOMO energy (alpha / beta) at -10.39 / -10.39 eV. The electronic energy comes out at -6371.92446 Ha. Its total charge is +1.